No. 1
Here is a cluster of 9 separate species, C10H35O10 in total at a distorted geometry from OMol25. Energies are from the ωB97M-V functional and the def2-TZVPD basis.

Element x y z (Å)
C (21.5875, 20.5432, 14.9615)
C (21.7444, 21.5808, 13.8636)
O (20.8960, 22.5228, 13.8589)
O (22.7137, 21.4675, 13.0918)
H (20.8958, 19.7866, 14.5744)
H (21.1891, 20.8725, 15.9211)
H (22.5300, 20.0433, 15.1926)
C (20.5023, 17.2595, 17.2296)
O (20.9075, 16.1197, 17.9345)
H (21.2597, 17.9636, 16.8600)
H (19.7441, 17.1193, 16.4533)
H (20.0545, 17.9428, 17.9645)
H (21.4239, 15.5998, 17.3066)
C (25.9127, 22.4899, 14.9160)
O (25.6009, 21.8331, 13.7046)
H (25.7910, 21.8431, 15.7904)
H (26.9801, 22.7377, 14.9269)
H (25.4151, 23.4550, 15.0387)
H (24.6499, 21.6515, 13.7803)
C (25.4216, 19.0144, 15.6257)
O (24.8598, 17.7302, 15.9363)
H (25.3679, 19.5937, 16.5480)
H (26.4148, 18.9085, 15.1825)
H (24.8100, 19.4325, 14.8279)
H (25.3900, 17.3404, 16.6355)
C (20.8386, 25.6137, 16.0094)
O (21.7071, 24.6206, 15.5021)
H (21.1226, 25.8813, 17.0298)
H (20.9023, 26.5172, 15.4012)
H (19.7895, 25.3129, 16.0357)
H (21.2129, 23.8190, 15.2526)
C (17.6176, 21.7456, 14.5695)
O (16.5565, 22.4770, 15.1969)
H (17.0817, 21.0702, 13.8897)
H (18.1976, 22.3799, 13.9018)
H (18.2945, 21.1236, 15.1463)
H (15.8000, 22.6155, 14.6329)
C (19.0710, 21.8423, 17.7716)
O (17.7013, 22.2154, 17.8328)
H (19.5674, 22.3677, 16.9530)
H (19.5420, 22.1622, 18.7015)
H (19.1791, 20.7577, 17.6807)
H (17.3285, 22.2453, 16.9369)
C (18.3483, 23.9244, 11.4068)
O (19.3532, 24.3430, 12.3020)
H (18.2337, 24.7064, 10.6510)
H (18.5484, 22.9768, 10.9008)
H (17.3823, 23.9201, 11.9340)
H (19.4935, 23.6083, 12.9235)
C (19.5869, 20.0370, 11.2185)
O (20.6775, 20.8716, 10.8383)
H (20.0034, 19.1448, 11.6894)
H (18.8691, 20.5466, 11.8698)
H (19.0489, 19.8549, 10.2870)
H (21.0308, 21.2936, 11.6369)

Calculated values
HOMO level   -5.8660 eV
LUMO level   2.496 eV
Molar mass   315.38 g mol⁻¹
Charge   -1
Gap between HOMO and LUMO   8.4 eV
Calculated total energy   -31411.188 eV
ΔE to the lowest compared entry with this formula, charge and spin   150.8 kJ/mol

Calculated atomic charges, method Mulliken, unit e: -0.222, 0.400, -0.441, -0.894, 0.122, 0.205, 0.011, -0.371, -0.534, 0.130, 0.285, 0.194, 0.301, -0.440, -0.497, 0.114, 0.256, 0.247, 0.299, -0.469, -0.533, 0.290, 0.336, 0.090, 0.285, -0.649, -0.456, 0.273, 0.259, 0.215, 0.253, -0.269, -0.616, 0.339, -0.025, 0.220, 0.304, -0.413, -0.572, -0.006, 0.349, 0.291, 0.393, -0.482, -0.460, 0.300, 0.156, 0.238, 0.267, -0.340, -0.553, 0.258, -0.036, 0.288, 0.312


No. 2
Here is a structure of composition C40H52Br2CaClF5LiN5O7PS2 at a distorted geometry from OMol25. Energies are from the ωB97M-V functional and the def2-TZVPD basis.

Element x y z (Å)
F (-3.7560, 3.2348, 3.9299)
C (-5.0041, 2.8104, 4.0337)
F (-5.4977, 3.4055, 5.1428)
F (-5.0358, 1.4889, 4.3095)
C (-5.9041, 3.1502, 2.8441)
C (-5.1595, 3.5023, 1.5485)
C (-4.1773, 2.4518, 1.0613)
C (-4.4058, 1.0939, 1.3399)
N (-3.6154, 0.1225, 1.0032)
C (-2.5175, 0.5569, 0.3392)
C (-1.5575, -0.3898, -0.0445)
C (-1.7273, -1.8590, 0.3254)
C (-1.0091, -2.0276, 1.7151)
C (-2.0500, -2.0556, 2.8703)
S (-2.0002, -3.6832, 3.7423)
C (-3.4676, -4.6491, 3.5126)
S (-4.6222, -4.6970, 4.8176)
N (-3.7560, -5.4371, 2.3609)
C (-2.6589, -6.2468, 1.9363)
C (-1.5677, -5.7594, 1.3296)
C (-0.5335, -6.5274, 0.9542)
C (-0.5600, -7.8629, 1.1997)
C (-1.6511, -8.4044, 1.8297)
C (-2.6906, -7.5909, 2.1799)
C (-4.3379, -4.6901, 1.2877)
C (-4.0537, -4.8805, -0.0341)
C (-4.6307, -4.1461, -1.0182)
C (-5.5553, -3.1969, -0.7200)
C (-5.8715, -3.0280, 0.5985)
C (-5.2782, -3.7350, 1.5853)
C (-0.4459, -0.0394, -0.7203)
C (-0.2210, 1.3270, -1.0472)
C (1.0601, 1.6794, -1.7677)
C (1.2770, 1.0361, -2.9525)
C (2.4728, 1.2955, -3.6160)
C (3.2782, 2.1913, -2.9674)
C (2.9629, 2.8163, -1.7963)
N (1.8267, 2.5624, -1.1689)
C (-1.1288, 2.2301, -0.6769)
C (-2.2908, 1.8911, 0.0206)
N (-3.1492, 2.8730, 0.3922)
H (-6.5545, 2.2894, 2.6959)
H (-6.5387, 3.9738, 3.1646)
H (-5.9101, 3.6184, 0.7609)
H (-4.6441, 4.4543, 1.6573)
H (-5.2963, 0.8328, 1.8975)
H (-1.2288, -2.4654, -0.4298)
H (-2.7770, -2.1319, 0.4017)
H (-0.3924, -1.1399, 1.8540)
H (-0.3364, -2.8868, 1.7224)
H (-3.0639, -1.8009, 2.5731)
H (-1.7219, -1.3134, 3.6170)
H (-1.5068, -4.7009, 1.1098)
H (0.3132, -6.0618, 0.4682)
H (0.2652, -8.5067, 0.9190)
H (-1.7374, -9.4515, 2.0848)
H (-3.5464, -8.0139, 2.6913)
H (-3.3349, -5.6271, -0.3419)
H (-4.3927, -4.2934, -2.0633)
H (-6.0255, -2.5983, -1.4848)
H (-6.6299, -2.2949, 0.8445)
H (-5.6045, -3.5204, 2.5923)
H (0.2768, -0.7959, -0.9960)
H (0.5598, 0.3453, -3.3642)
H (2.7313, 0.8339, -4.5467)
H (4.2341, 2.4217, -3.4165)
H (3.6421, 3.5322, -1.3490)
H (-0.9579, 3.2739, -0.9095)
Br (5.8354, 3.9788, -6.4982)
C (5.6108, 5.7474, -5.7366)
C (6.2651, 5.8216, -4.3836)
Br (5.1869, 4.9199, -3.0455)
H (4.5440, 5.9500, -5.7158)
H (6.0906, 6.4269, -6.4384)
H (6.3403, 6.8555, -4.0531)
H (7.2508, 5.3665, -4.3584)
C (3.6320, 6.5009, 2.7526)
O (4.9052, 7.0984, 2.5381)
P (6.0096, 6.3404, 1.5361)
O (5.0757, 5.2335, 1.1051)
O (6.9306, 5.9108, 2.8156)
C (6.7317, 6.3310, 4.1646)
O (7.2012, 5.7416, 0.4782)
C (7.8013, 4.5156, 0.7860)
H (3.1082, 7.1273, 3.4768)
H (3.0497, 6.4673, 1.8353)
H (3.7500, 5.4991, 3.1644)
H (5.8742, 5.8208, 4.6038)
H (6.6071, 7.4067, 4.2400)
H (7.6186, 6.0477, 4.7296)
H (7.0525, 3.7370, 0.9726)
H (8.4640, 4.6181, 1.6861)
H (8.4070, 4.2366, -0.0674)
F (4.5251, 4.1807, -8.3016)
O (-0.0903, -3.2999, 6.1171)
H (0.7546, -2.7972, 6.0775)
H (0.0435, -4.1913, 6.5135)
H (-0.5564, -3.3726, 5.1768)
Cl (10.1903, 3.8676, 1.2545)
C (-0.4711, -4.5832, -3.2410)
O (-0.4429, -4.8854, -2.0475)
N (-1.0655, -3.5601, -3.7957)
C (-1.0301, -3.3082, -5.2277)
C (-1.7948, -2.6358, -2.9307)
H (0.0424, -5.2550, -3.9592)
H (-0.5693, -2.3357, -5.4002)
H (-2.0478, -3.3060, -5.6182)
H (-0.4518, -4.0767, -5.7414)
H (-1.1100, -2.2086, -2.2031)
H (-2.5820, -3.1831, -2.4012)
H (-2.2325, -1.8439, -3.5240)
Li (0.5795, -6.8401, -3.3122)
F (2.9289, -0.9756, -3.9516)
O (2.6677, 1.7179, -7.6433)
H (3.4390, 2.2966, -7.7081)
H (2.7796, 1.2619, -6.8015)
Ca (-3.6605, -3.1515, 6.2490)

Calculated values
HOMO level   -7.8201 eV
LUMO level   -6.243 eV
Molar mass   1147.26 g mol⁻¹
Charge   +1
Gap between HOMO and LUMO   1.6 eV
Calculated total energy   -279881.261 eV

Results of the Mulliken charge analysis, in e, for atoms 1 through 99: -0.280, 1.072, -0.315, -0.276, -1.104, -0.703, 0.379, -0.494, -0.202, -0.627, 0.565, 0.932, -1.342, 0.065, -0.495, -0.015, -0.690, 0.251, -1.391, 0.925, -1.181, -0.702, -0.682, -0.220, 0.922, -0.479, -0.606, -0.777, -0.674, -0.428, -0.364, 0.231, -0.352, -0.412, -0.769, -0.254, -0.374, -0.475, -0.249, 0.096, -0.639, 0.411, 0.388, 0.323, 0.373, 0.523, 0.178, -0.634, 0.737, 0.663, -0.006, 0.544, 0.525, 0.616, 0.425, 0.428, 0.493, 0.298, 0.665, 0.438, 0.397, 0.369, 0.869, 0.411, 0.557, 0.317, 0.273, 0.530, 0.288, -0.461, -0.700, -0.010, 0.367, 0.389, 0.347, 0.399, -0.561, -0.411, 1.017, -0.599, -0.235, -0.647, -0.353, -0.499, 0.251, 0.273, 0.272, 0.248, 0.289, 0.274, 0.390, 0.215, 0.295, -0.500, -0.446, 0.427, 0.436, 0.080, -0.349


No. 3
Here is a structure of composition C24H31F2N5RuSSe at a distorted geometry from OMol25. Energies are from the ωB97M-V functional and the def2-TZVPD basis.

Element x y z (Å)
Ru (-0.3084, 0.3282, 0.1913)
N (-3.4249, -1.0713, 0.3023)
C (-2.6023, -1.6740, -0.5650)
N (-1.3721, -1.2662, -0.8213)
C (-0.7742, -2.0740, -1.7936)
C (0.4763, -1.8697, -2.3555)
C (0.9285, -2.7568, -3.3155)
C (0.1473, -3.8368, -3.7214)
C (-1.1126, -4.0379, -3.1833)
C (-1.5609, -3.1431, -2.2250)
S (-3.1063, -3.1027, -1.4132)
H (-3.1897, -0.1533, 0.6485)
H (-4.3877, -1.3580, 0.3554)
H (1.0675, -1.0174, -2.0498)
H (1.8990, -2.6052, -3.7716)
H (0.5188, -4.5169, -4.4750)
H (-1.7301, -4.8633, -3.5093)
C (-4.4911, 2.4125, 3.6487)
C (-3.7867, 3.0508, 2.4693)
N (-2.7530, 2.1428, 1.9741)
C (-2.1421, 1.1925, 2.7044)
N (-1.1854, 0.4716, 2.0963)
C (-0.4332, -0.4653, 2.9315)
C (-1.3503, -1.1669, 3.9152)
C (-1.9990, -0.1112, 4.7850)
N (-2.5283, 0.9807, 3.9658)
C (-3.4418, 1.9203, 4.6282)
H (-5.1083, 1.5746, 3.3185)
H (-5.1454, 3.1380, 4.1283)
H (-3.3320, 4.0000, 2.7633)
H (-4.4801, 3.2504, 1.6532)
H (-2.2597, 2.4396, 1.1465)
H (0.3753, 0.0579, 3.4546)
H (0.0479, -1.2095, 2.2780)
H (-0.7931, -1.8665, 4.5364)
H (-2.1093, -1.7285, 3.3664)
H (-1.2797, 0.2973, 5.5007)
H (-2.8275, -0.5323, 5.3548)
H (-2.8692, 2.7568, 5.0389)
H (-3.9022, 1.3943, 5.4620)
C (5.6025, -0.3608, -4.3793)
C (4.6942, 0.0430, -3.2747)
C (4.1200, 1.2826, -3.1926)
C (3.2899, 1.6193, -2.1206)
C (2.7319, 2.9871, -2.0343)
C (2.9895, 0.6337, -1.0858)
Se (1.9376, 1.1878, 0.4157)
C (3.5725, -0.6219, -1.1407)
C (3.3876, -1.6992, -0.1083)
C (4.4078, -0.8946, -2.2231)
H (5.7157, 0.4344, -5.1115)
H (5.2217, -1.2530, -4.8824)
H (6.5883, -0.6165, -3.9826)
H (4.3127, 2.0383, -3.9423)
H (3.0577, 3.6121, -2.8603)
H (3.0154, 3.4522, -1.0849)
H (1.6387, 2.9533, -2.0093)
H (2.5735, -1.4755, 0.5745)
H (4.3004, -1.8041, 0.4813)
H (3.1914, -2.6583, -0.5870)
H (4.8677, -1.8770, -2.2576)
F (-0.8977, 2.9959, -0.4651)
C (-1.0266, 1.7586, -1.0123)
F (-2.3664, 1.5145, -1.1142)
H (-0.6002, 1.7666, -2.0207)

Calculated values
HOMO level (spin up / spin down)   -13.6882 / -13.7145 eV
LUMO level (spin up / spin down)   -5.827 / -9.220 eV
Molar mass   639.64 g mol⁻¹
Charge   +2
<S²>   6.045
Gap between HOMO and LUMO (spin up / spin down)   7.9 / 4.5 eV
Calculated total energy   -117025.737 eV
Multiplicity   5
ΔE to the lowest compared entry with this formula, charge and spin   58.8 kJ/mol

Calculated atomic charges, method Mulliken, unit e: 0.810, -0.220, 0.332, 0.256, -0.839, 0.306, -0.703, -0.631, -0.550, 0.738, -0.235, -0.028, 0.268, 0.234, 0.491, 0.415, 0.423, -0.634, -0.645, 0.155, -0.010, 0.180, -0.421, -0.857, -0.656, 0.115, -0.625, 0.289, 0.374, 0.350, 0.390, -0.142, 0.369, 0.192, 0.405, 0.319, 0.308, 0.445, 0.280, 0.373, -1.454, 0.539, -1.086, 0.848, -1.582, 0.845, -0.289, 0.521, -1.509, -0.399, 0.388, 0.355, 0.377, 0.373, 0.441, 0.404, 0.214, 0.052, 0.421, 0.428, 0.539, -0.289, 0.090, -0.260, 0.412


No. 4
Here is the ion C8H9N2 with charge +1 at a distorted geometry from OMol25. Energies are from the ωB97M-V functional and the def2-TZVPD basis.

Element x y z (Å)
C (1.6098, -1.5888, -0.2323)
C (2.5741, -0.6236, -0.4251)
C (0.2733, -1.7695, 0.1763)
C (1.8231, 1.5511, 0.4531)
C (-0.9413, -1.1212, 0.2995)
C (0.3561, 1.7516, 0.1900)
C (2.5681, 0.6150, 0.0566)
C (-2.7893, 0.5342, -0.2031)
N (-0.6671, 1.1048, -0.0094)
N (-1.4137, 0.1502, -0.2010)
H (1.8392, -2.5858, -0.7513)
H (3.3057, -0.8437, -1.2883)
H (0.1761, -2.7849, 0.4295)
H (2.2099, 2.3591, 1.1488)
H (-1.6915, -1.6653, 0.7607)
H (0.1342, 2.8448, 0.2502)
H (-3.3449, -0.0223, 0.5677)
H (-2.7400, 1.6897, -0.0361)
H (-3.2820, 0.4044, -1.1858)

Calculated values
HOMO level (spin up / spin down)   -13.2595 / -13.2605 eV
LUMO level (spin up / spin down)   -6.292 / -6.289 eV
Molar mass   133.17 g mol⁻¹
Charge   +1
Gap between HOMO and LUMO (spin up / spin down)   7.0 / 7.0 eV
Calculated total energy   -11407.647 eV
ΔE to the lowest compared entry with this formula, charge and spin   596.1 kJ/mol

Calculated atomic charges, method Mulliken, unit e: 0.074, -0.279, -0.577, -0.617, -0.155, -0.009, 0.449, -0.744, -0.161, 0.269, 0.247, 0.293, 0.300, 0.329, 0.364, 0.318, 0.288, 0.340, 0.271